Entry 1:
Density functional theory data (ωB97M-V with the def2-TZVPD basis set) for one molecule with the formula C3H7Br2OP in a non-equilibrium geometry.

The HOMO energy comes out at -8.8610 eV. As for the SMILES: CP(Br)OCCBr. The calculation puts the HOMO-LUMO gap at 9.563 eV. The multiplicity is 1. The value obtained for the molar mass is 249.87 g mol⁻¹. As for the lowest unoccupied orbital energy: 0.702 eV. The calculation puts the strongest force on any atom at 4.1 eV/A.

```
14
C3H7Br2OP (ωB97M-V with the def2-TZVPD basis set)
C -2.1488 -0.4593 1.4797
P -0.7573 -0.8588 0.1452
Br -2.1114 -0.3951 -1.6074
O -0.0317 0.5966 0.3689
C 1.2985 0.9193 -0.0923
C 1.7105 0.0695 -1.2843
Br 2.2498 -1.7375 -0.8284
H -1.4409 -0.4028 2.3688
H -2.8077 -1.2856 1.5322
H -2.5710 0.4653 1.1603
H 1.1903 2.0138 -0.2957
H 2.0202 0.4917 0.7897
H 2.5037 0.5330 -1.8309
H 0.8958 0.0499 -1.9060
```

Entry 2:
Density functional theory data (ωB97M-V with the def2-TZVPD basis set) for a 17-piece molecular cluster, H33O17 overall in a non-equilibrium geometry.

The HOMO energy comes out at -6.5850 eV. The calculation puts the HOMO-LUMO gap at 8.623 eV. The multiplicity is 1. The value obtained for the molar mass is 305.25 g mol⁻¹. As for the lowest unoccupied orbital energy: 2.038 eV. The net charge is -1. The calculation puts the strongest force on any atom at 9.9 eV/A.

```
50
H33O17 (ωB97M-V with the def2-TZVPD basis set)
O 2.2460 -1.9793 1.1946
H 2.1237 -1.2008 0.9118
H 2.7097 -2.4974 0.5670
O -5.3137 -1.2964 -1.7177
H -4.3861 -1.6748 -1.5391
H -5.6462 -1.0902 -0.8783
O 1.0299 -4.5088 -2.5252
H 0.7224 -3.5987 -2.6498
H 0.4293 -5.2245 -2.7159
O -3.8666 2.4172 0.2701
H -3.2218 1.6366 -0.0509
H -3.4955 2.5959 1.0664
O 0.2046 5.5629 -3.1632
H -2.0361 0.6319 -1.5217
O 1.3279 1.5995 -0.4726
H -1.7176 -2.4386 5.0112
H 1.3831 1.4245 0.4619
O 3.6485 -3.8276 -0.1518
H -1.4068 -2.3763 -0.9093
H 2.8559 -3.9797 -0.7884
O -2.7589 4.4576 -1.2114
H -2.3384 4.0228 -2.0338
H -0.6296 5.0750 -2.9503
O -2.2149 -2.1198 -1.2528
H 4.4137 -4.4780 -0.2942
H -0.7620 0.1585 -0.9221
O -2.8810 0.2613 -0.5108
H -3.8867 0.4624 -0.7428
H -2.6121 -1.2132 -0.9774
O 0.7361 -3.5116 3.1220
H 0.3506 -2.9960 2.4304
H 0.5299 3.0922 -1.9036
O -1.0369 0.8348 -1.5442
H 4.2563 0.6384 1.1972
H 2.7653 4.1829 -0.4491
O 0.8978 3.0551 -2.8181
H 0.4620 2.3432 -3.2204
H 0.9760 5.3178 -2.7630
O 3.1352 -2.9146 3.9913
H 3.1893 -2.5634 3.1144
H 2.4043 -3.3771 4.1656
O -2.3719 -1.7562 5.1067
H -1.8241 -0.9425 5.2225
H -2.6426 3.8120 -0.4930
O 2.9670 4.6088 0.3792
H 0.5056 -3.2007 4.0248
H 3.3098 3.9564 1.0120
O 3.5816 0.2928 0.7079
H 3.3903 0.9892 0.1668
H 0.4979 1.3364 -0.9533
```

Entry 3:
Density functional theory data (ωB97M-V with the def2-TZVPD basis set) for a 11-piece molecular cluster, C34H73Cl2F9NO10 overall.

The HOMO energy comes out at -11.2254 eV. The calculation puts the HOMO-LUMO gap at 7.014 eV. The multiplicity is 1. The value obtained for the molar mass is 897.84 g mol⁻¹. As for the lowest unoccupied orbital energy: -4.211 eV. The net charge is +1. The calculation puts the strongest force on any atom at 0.3 eV/A.

```
129
C34H73Cl2F9NO10 (ωB97M-V with the def2-TZVPD basis set)
F -0.3463 0.7381 0.6934
C -1.6658 0.7309 0.4781
F -1.8761 0.3653 -0.7876
F -2.1266 1.9727 0.6473
C -2.4175 -0.2214 1.4586
F -2.5623 0.3911 2.6494
F -3.6360 -0.4023 0.9145
C -1.7934 -1.6374 1.6662
F -2.7752 -2.4292 2.1190
F -1.4201 -2.0948 0.4433
C -0.5749 -1.7602 2.6599
F -0.0746 -0.5244 2.9308
F -1.0581 -2.2447 3.8260
C 0.5488 -2.6691 2.1927
C 1.3079 -2.1834 0.9421
C 2.7849 -2.4143 1.0433
C 3.5619 -1.7582 2.0069
C 4.9130 -1.9658 2.0392
N 5.5306 -2.7942 1.1665
C 7.0029 -2.9205 1.2808
C 7.7401 -1.6756 0.7597
C 8.4099 -1.9093 -0.5830
Cl 9.6405 -3.1848 -0.4502
C 4.7952 -3.4432 0.2372
Cl 5.5648 -4.4641 -0.8777
C 3.4277 -3.2701 0.1567
H 1.2259 -2.7056 3.0485
H 0.1596 -3.6780 2.0695
H 1.1514 -1.1142 0.8139
H 0.9260 -2.6757 0.0526
H 3.1020 -1.0819 2.7132
H 5.5507 -1.4721 2.7565
H 7.2237 -3.1044 2.3282
H 7.3260 -3.7888 0.7203
H 7.0654 -0.8216 0.6739
H 8.5042 -1.4013 1.4859
H 7.7016 -2.2075 -1.3539
H 8.9095 -1.0076 -0.9257
H 2.8764 -3.7869 -0.6213
C 2.4236 -6.0084 -4.3612
C 1.9552 -5.7239 -2.9503
O 1.8277 -4.3138 -2.7001
H 3.3809 -5.5223 -4.5526
H 2.5359 -7.0805 -4.5192
H 1.7049 -5.6270 -5.0900
H 2.6782 -6.0964 -2.2245
H 1.0036 -6.2241 -2.7558
H 1.1783 -3.9628 -3.3172
C -5.0237 2.2715 5.3764
C -5.1458 0.7800 5.6222
O -5.4461 0.0629 4.4242
H -5.9481 2.6604 4.9489
H -4.8175 2.8036 6.3057
H -4.2139 2.4843 4.6717
H -5.9579 0.5770 6.3136
H -4.2219 0.3902 6.0655
H -4.7328 0.2267 3.8016
C 1.7716 -9.7356 0.2439
C 1.0497 -8.9151 -0.8081
O 1.7816 -8.8304 -2.0290
H 2.7575 -9.3150 0.4455
H 1.2048 -9.7635 1.1753
H 1.9119 -10.7633 -0.0973
H 0.9215 -7.8861 -0.4704
H 0.0550 -9.3299 -0.9982
H 1.8973 -9.7239 -2.3672
C -1.4990 4.2327 -3.0270
C -0.7760 3.0523 -3.6469
O -0.0641 2.2998 -2.6617
H -0.7913 4.8851 -2.5163
H -2.0295 4.8178 -3.7789
H -2.2234 3.8861 -2.2841
H -0.0350 3.3864 -4.3711
H -1.4858 2.3967 -4.1635
H -0.7133 2.0077 -2.0167
C -2.7499 5.1442 2.9788
C -3.5684 5.5880 1.7806
O -2.8905 5.3071 0.5552
H -1.7804 5.6428 2.9784
H -3.2622 5.3742 3.9141
H -2.5723 4.0655 2.9443
H -3.7311 6.6644 1.8019
H -4.5479 5.0977 1.7812
H -2.7538 4.3564 0.5244
C -2.5777 4.8094 -7.1214
C -1.1304 5.0621 -7.4981
O -0.9810 6.2411 -8.2829
H -3.1993 4.7298 -8.0135
H -2.6786 3.8905 -6.5407
H -2.9665 5.6365 -6.5218
H -0.7435 4.2477 -8.1093
H -0.5117 5.1369 -6.5965
H -1.3069 6.9810 -7.7617
C 5.4994 -9.2029 -0.8902
C 6.9224 -8.8251 -1.2547
O 6.9759 -7.6233 -2.0227
H 4.8903 -9.3156 -1.7872
H 5.4737 -10.1373 -0.3279
H 5.0394 -8.4235 -0.2750
H 7.3777 -9.5917 -1.8784
H 7.5354 -8.7205 -0.3533
H 6.5781 -6.9244 -1.4979
C -4.8141 8.0576 -0.8579
C -5.8732 8.7565 -0.0264
O -5.5228 10.1017 0.2826
H -3.8543 8.0672 -0.3409
H -5.0906 7.0208 -1.0536
H -4.6777 8.5658 -1.8158
H -5.9961 8.2572 0.9343
H -6.8401 8.7332 -0.5406
H -5.4236 10.5816 -0.5449
C 1.7914 9.1237 -5.3614
C 1.1498 7.8194 -5.7940
O 0.2031 7.3480 -4.8315
H 2.2789 9.0038 -4.3936
H 2.5332 9.4557 -6.0886
H 1.0392 9.9095 -5.2607
H 1.8971 7.0327 -5.8835
H 0.6673 7.9337 -6.7693
H -0.4757 8.0225 -4.7326
C -6.6291 -1.2743 10.1882
C -6.3083 -0.6946 8.8241
O -5.9482 0.6839 8.8929
H -7.4377 -0.7141 10.6575
H -6.9288 -2.3198 10.1076
H -5.7586 -1.2199 10.8463
H -7.1821 -0.7393 8.1753
H -5.5062 -1.2668 8.3444
H -5.1709 0.7583 9.4546
```

Entry 4:
Density functional theory data (ωB97M-V with the def2-TZVPD basis set) for one molecule with the formula C4H7NO2 in a non-equilibrium geometry.

The HOMO energy comes out at -8.0218 eV. As for the SMILES: O/C=C/C/C=N/O. The calculation puts the HOMO-LUMO gap at 8.194 eV. The multiplicity is 1. The value obtained for the molar mass is 101.10 g mol⁻¹. As for the lowest unoccupied orbital energy: 0.172 eV. The calculation puts the strongest force on any atom at 1.3 eV/A.

```
14
C4H7NO2 (ωB97M-V with the def2-TZVPD basis set)
O -1.7684 1.4301 0.5431
C -0.7463 0.6420 0.9044
C 0.5692 1.1069 0.7778
C 1.1409 0.5330 -0.5109
C 0.4885 -0.7979 -0.3213
N -0.0798 -1.5649 -1.1512
O -0.7013 -2.6015 -0.4519
H -1.3812 2.0366 -0.1099
H -1.1263 -0.2757 1.3546
H 0.7429 2.1400 1.0699
H 0.7450 1.1306 -1.3555
H 2.2175 0.4220 -0.6692
H 0.6141 -1.0229 0.7435
H -0.8497 -3.2697 -1.1312
```

Entry 5:
Density functional theory data (ωB97M-V with the def2-TZVPD basis set) for a 2-piece molecular cluster, C3H12N2OS overall.

The HOMO energy comes out at -9.1347 eV. As for the SMILES: NC[C@@H](N)CS.O. The calculation puts the HOMO-LUMO gap at 10.042 eV. The multiplicity is 1. The value obtained for the molar mass is 124.21 g mol⁻¹. As for the lowest unoccupied orbital energy: 0.907 eV. The calculation puts the strongest force on any atom at 0.9 eV/A.

```
19
C3H12N2OS (ωB97M-V with the def2-TZVPD basis set)
N -1.1667 1.6584 -1.7194
C 0.0507 1.6395 -0.8846
C 0.1552 0.2972 -0.1832
N 0.0151 -0.8305 -1.0983
C 1.4884 0.1930 0.5525
S 1.4764 -1.0047 1.9169
H -1.3661 2.6184 -1.9963
H -1.9655 1.3795 -1.1406
H 0.9026 1.8876 -1.5209
H 0.0181 2.4052 -0.0925
H -0.6499 0.2840 0.5533
H -0.6546 -0.6050 -1.8228
H 0.9113 -1.0882 -1.4940
H 2.2402 -0.1299 -0.1521
H 1.7776 1.1722 0.9288
H 1.5488 -2.0989 1.1518
O -2.9601 -0.7084 -0.2886
H -2.0856 -1.0824 -0.4508
H -3.3014 -1.1368 0.4998
```

Entry 6:
Density functional theory data (ωB97M-V with the def2-TZVPD basis set) for one molecule with the formula C2H5N3OS in a non-equilibrium geometry.

The HOMO energy comes out at -9.4328 eV. As for the SMILES: [H]/N=C\NS/C=N\O. The calculation puts the HOMO-LUMO gap at 10.092 eV. The multiplicity is 1. The value obtained for the molar mass is 119.15 g mol⁻¹. As for the lowest unoccupied orbital energy: 0.659 eV. The calculation puts the strongest force on any atom at 3.5 eV/A.

```
12
C2H5N3OS (ωB97M-V with the def2-TZVPD basis set)
H 1.8182 1.5879 0.0733
N 2.7385 1.1138 0.2572
C 2.4781 -0.1545 0.1454
N 1.2890 -0.8395 -0.1467
S -0.2118 -0.1445 -0.6279
C -1.0236 -0.2291 0.8282
N -2.2565 -0.0215 0.8050
O -2.5198 0.5129 -0.4356
H 3.3305 -0.7303 0.2757
H 1.3298 -1.8166 -0.2741
H -0.5677 -0.8437 1.5893
H -3.4880 0.5434 -0.3847
```

Entry 7:
Density functional theory data (ωB97M-V with the def2-TZVPD basis set) for C5H10O as an isolated structure in a non-equilibrium geometry.

The HOMO energy comes out at -9.6027 eV. The calculation puts the HOMO-LUMO gap at 10.670 eV. The multiplicity is 1. The value obtained for the molar mass is 86.13 g mol⁻¹. As for the lowest unoccupied orbital energy: 1.068 eV. The calculation puts the strongest force on any atom at 1.7 eV/A.

```
16
C5H10O (ωB97M-V with the def2-TZVPD basis set)
O -1.5800 -0.1953 0.8984
C -1.0839 0.2100 -0.3884
C -0.2957 -0.9729 -0.8503
C 0.7116 -0.7930 0.7537
C 1.2192 0.5704 0.3181
C -0.0411 1.3075 -0.2127
H -1.5027 -1.1635 0.8702
H -1.9710 0.5138 -0.9420
H -0.9710 -1.7713 -1.2502
H 0.4018 -0.7789 -1.6896
H 1.3640 -1.6409 0.7507
H 0.3499 -0.6843 1.8117
H 1.7270 1.1701 1.0827
H 1.9323 0.3731 -0.4802
H -0.4222 2.0437 0.4952
H 0.1619 1.8116 -1.1672
```